Formula: C29H80BF4N14O13Rb
Source: the Open Molecules 2025 dataset
Level of theory: ωB97M-V with the def2-TZVPD basis set

The geometry in XYZ format:
```
142
Properties=species:S:1:pos:R:3:forces:R:3
Rb -3.903 -1.685 -1.237 0.1509 0.0126 0.0998
B -0.537 3.202 -0.413 1.4732 1.3078 -0.7339
F -1.080 4.457 -0.650 -0.6410 1.0833 0.5145
F -1.340 2.386 0.273 -2.1564 -1.6320 1.5739
F -0.288 2.685 -1.650 0.3886 -1.2973 -2.0767
F 0.679 3.303 0.263 0.8546 0.3504 0.6906
C 1.039 -0.296 6.955 0.2810 -0.3177 0.7421
O 2.182 -1.128 7.156 -0.4490 0.2037 -1.2350
C 2.654 -1.197 8.448 2.1866 0.4901 1.1949
C 4.000 -1.980 8.521 -1.2490 -0.4515 -0.0140
N 3.732 -3.409 8.379 1.6802 -0.3592 0.5319
C 5.019 -4.186 8.409 -0.4077 0.3773 -0.4147
C 5.713 -4.115 7.009 -1.6799 -1.5313 0.5965
O 4.807 -4.581 5.978 -0.0693 0.6290 0.3965
C 4.515 -5.947 6.082 0.5023 -1.0810 -0.1909
H 0.893 -0.108 5.891 0.0220 -0.4008 0.0934
H 1.121 0.676 7.442 0.4435 0.1882 0.1059
H 0.187 -0.774 7.438 -0.3834 -0.1056 -0.3284
H 1.962 -1.578 9.199 -0.3513 -0.5459 -0.2182
H 2.932 -0.217 8.837 -0.1852 0.6705 -0.1700
H 4.476 -1.829 9.490 -0.3482 0.0975 0.2825
H 4.758 -1.647 7.812 -0.2887 0.5468 -0.4441
H 3.365 -3.581 7.454 -0.2861 0.0602 -0.2271
H 4.765 -5.142 8.867 0.2279 -0.4990 -0.7971
H 5.774 -3.817 9.103 -0.2928 0.6886 0.2670
H 6.579 -4.772 6.933 0.4533 0.3416 0.2844
H 5.925 -3.056 6.861 0.1639 -0.2904 -0.5606
H 4.000 -6.321 6.967 -0.4229 0.7270 0.3601
H 5.420 -6.554 6.093 0.5433 0.0329 -0.1586
H 3.953 -6.310 5.221 -0.1006 0.5353 -0.1145
C 11.626 3.172 -4.875 -0.4270 1.4401 0.4343
O 10.320 3.331 -4.310 0.4625 -0.2433 0.4018
C 9.395 4.189 -4.992 0.5744 -1.2091 -0.3242
C 8.070 4.063 -4.271 -1.0124 0.4137 -0.9931
N 7.611 2.694 -4.352 0.5403 -1.3921 1.3052
C 6.279 2.333 -3.853 -0.1926 0.9055 -0.7579
C 6.105 0.845 -3.631 0.7579 -0.1343 -0.5393
O 7.104 0.460 -2.730 1.0424 -0.6035 1.5328
C 7.365 -0.959 -2.555 -1.0481 1.4830 -0.6285
H 12.116 4.140 -4.772 0.3499 0.2017 -0.1809
H 11.658 2.920 -5.935 -0.3954 -0.3073 -0.0879
H 12.234 2.483 -4.289 -0.5264 -0.2539 0.0199
H 9.357 3.755 -5.991 -0.5662 0.2853 -0.3589
H 9.706 5.230 -5.084 0.3484 0.1590 0.3259
H 7.299 4.645 -4.777 0.1710 0.4182 -0.3834
H 8.133 4.540 -3.293 0.1598 -0.3722 0.5785
H 8.204 2.195 -3.704 0.6155 -0.4581 -0.2802
H 5.596 2.632 -4.648 -0.5251 0.1276 0.2848
H 6.037 2.840 -2.918 -0.1933 0.2402 0.1630
H 6.258 0.317 -4.572 -0.0479 -0.1348 -0.3390
H 5.097 0.624 -3.280 -0.1536 0.0118 0.2130
H 6.459 -1.405 -2.144 -0.0973 -0.4138 -0.2964
H 8.154 -1.151 -1.828 0.1421 0.5457 -0.2368
H 7.625 -1.305 -3.555 0.0069 -0.6911 0.1651
C -6.892 -9.112 -4.513 -1.5373 -0.5785 -0.0942
O -5.771 -8.298 -4.487 1.2722 -0.7853 -0.4423
C -5.592 -7.483 -3.354 -0.5668 0.5432 0.5481
C -4.130 -7.057 -3.189 -1.0396 -1.0205 0.9807
N -3.788 -6.210 -4.286 0.5160 0.2856 0.0265
C -2.345 -6.208 -4.530 0.4936 1.2351 -1.1020
C -1.889 -5.048 -5.502 -0.4085 -1.2716 1.0681
O -2.168 -3.784 -4.952 -0.6151 0.5411 -1.1698
C -2.088 -2.747 -5.949 0.8792 0.1092 0.6894
H -6.998 -9.847 -3.716 0.2966 0.4522 0.8648
H -6.987 -9.802 -5.351 0.9545 0.5114 -0.6910
H -7.803 -8.519 -4.589 -0.2424 0.1909 0.3569
H -6.002 -7.895 -2.432 0.2584 -0.7166 0.0719
H -6.229 -6.611 -3.506 0.1125 0.5838 -0.0421
H -3.505 -7.945 -3.100 0.1144 -0.5241 -0.4028
H -4.010 -6.634 -2.192 -0.1210 0.7315 -0.0002
H -4.296 -6.683 -5.020 0.3653 0.4164 -0.9110
H -2.022 -7.131 -5.010 0.1447 -0.2831 -0.0193
H -1.797 -6.133 -3.592 -0.1802 0.1287 0.1474
H -2.400 -5.266 -6.440 -0.3117 0.5053 -0.2774
H -0.820 -5.082 -5.715 0.2417 -0.4149 0.0682
H -2.247 -1.819 -5.401 -0.3364 0.0130 -0.3320
H -2.689 -2.841 -6.853 -0.8683 -0.3301 0.4631
H -1.093 -2.663 -6.388 0.5384 -0.2154 0.3284
C -1.413 -2.816 2.269 -0.9247 -1.8707 0.1479
O -2.541 -3.739 2.202 -1.1462 0.1862 1.6019
C -3.532 -3.536 3.309 0.1580 -0.9857 -1.1975
C -4.810 -4.480 3.205 0.1503 1.8063 -0.5120
N -5.836 -3.761 2.438 1.4152 0.1576 -1.1155
C -7.041 -4.527 2.356 1.3724 -1.0295 1.4640
C -8.046 -3.846 1.567 -1.5981 -0.5099 -0.7137
O -8.439 -2.722 2.283 -0.3499 1.3927 -0.5724
C -9.623 -2.080 1.800 -0.2438 0.4119 1.2543
H -0.636 -3.372 1.743 0.0824 0.5256 -0.3527
H -1.057 -2.757 3.297 -0.1385 0.5888 0.0562
H -1.698 -1.875 1.800 0.3873 0.2125 0.2618
H -3.831 -2.490 3.233 -0.4286 0.0478 0.0489
H -3.098 -3.643 4.303 0.5501 -0.2756 -0.1477
H -5.260 -4.711 4.170 0.5243 0.1821 0.7518
H -4.702 -5.470 2.761 0.7623 0.2017 -0.3398
H -6.056 -2.870 2.859 0.1002 0.0787 0.2023
H -7.323 -4.658 3.401 -1.0331 -0.4031 0.1531
H -6.795 -5.522 1.984 -0.1151 -0.0364 -0.3321
H -8.904 -4.499 1.403 -0.2908 -0.2445 0.0623
H -7.649 -3.662 0.568 0.1387 0.5921 -0.2337
H -10.480 -2.475 2.345 -0.2556 -0.6617 -0.4525
H -9.785 -2.059 0.722 0.2971 -0.3579 -0.0239
H -9.651 -1.054 2.166 0.6325 0.1802 -0.2260
C 6.144 2.857 3.311 1.4035 -0.6520 -0.7335
O 6.780 2.654 4.330 0.8140 0.5936 0.2377
N 6.618 3.110 2.080 1.1672 0.6175 -1.1797
N 4.842 2.703 3.310 -3.2712 -0.6989 2.1532
H 7.609 3.250 1.942 -0.3408 -0.2636 -0.0760
H 6.012 2.847 1.315 0.5385 0.2699 -0.0545
H 4.641 2.467 4.271 -1.0342 -0.1148 -0.2332
H 4.079 2.795 2.654 0.6703 0.2431 -0.1540
C -8.447 4.775 -0.785 -1.2829 -0.5466 0.1922
O -9.203 4.364 -1.601 -2.6458 -0.7305 -2.5399
N -7.184 4.594 -0.811 6.1428 -1.1978 -1.2533
N -8.737 5.363 0.340 -2.2066 2.1198 3.3547
H -6.769 4.202 -1.644 0.1675 0.1120 0.4071
H -6.646 4.815 0.015 0.4915 -0.2806 -0.8024
H -9.706 5.527 0.571 0.4806 0.1339 0.2561
H -7.944 5.623 0.908 -1.0730 0.3957 0.4226
C -4.084 7.613 3.616 -1.0597 -2.5476 -0.8321
O -4.676 6.560 3.551 -0.8411 -1.5371 -0.0406
N -4.649 8.722 3.949 -3.2152 3.8610 1.9749
N -2.875 7.806 3.222 4.6251 -0.0636 -1.1055
H -5.619 8.606 4.204 0.2503 0.5103 0.3323
H -4.101 9.505 4.276 -0.5750 -0.0582 -0.0512
H -2.465 8.705 3.428 0.4890 -0.5832 -0.5810
H -2.383 7.032 2.799 0.2688 0.3682 0.2423
C 2.714 8.345 -3.834 -2.2542 -0.5207 -0.7477
O 1.836 8.334 -4.672 -0.9306 -0.5734 -0.7591
N 3.704 9.170 -3.878 3.8416 3.0949 -0.4852
N 2.767 7.601 -2.748 -0.7692 -2.3165 2.4426
H 3.892 9.669 -4.736 0.0137 0.0033 0.4494
H 4.305 9.226 -3.068 0.1962 0.3755 -0.6834
H 3.537 7.657 -2.097 -0.3983 -0.1684 -0.1950
H 1.969 7.034 -2.500 0.2344 0.0465 -0.0322
C -3.489 5.185 -6.300 -3.5078 -2.6465 0.6203
O -4.293 4.264 -6.162 -0.1108 -0.3615 -0.5628
N -3.642 6.169 -7.143 -0.5353 3.0030 -3.3979
N -2.508 5.364 -5.494 4.8363 0.7199 3.1061
H -3.031 6.973 -7.131 -0.1806 -0.2675 -0.0170
H -4.307 6.136 -7.901 0.0952 -0.2698 0.4326
H -1.769 6.005 -5.747 -0.0998 -0.0920 0.2341
H -2.269 4.748 -4.731 -0.4464 -0.1234 -0.3235
```
Positions in Å, forces in eV/Å.

Largest force on an atom = 0.1241 hartree/bohr
E = -3346.0731 hartree